Density functional theory data (the ωB97M-V functional and the def2-TZVPD basis) for a molecular structure, C4H4N2 in a non-equilibrium geometry.

XYZ file:
```
10
Properties=species:S:1:pos:R:3:forces:R:3
C -1.2663 0.2658 -0.2348 0.08 0.35 0.11
C -0.4282 1.1116 0.3643 -0.46 0.53 -0.36
N 0.6705 0.2679 0.7484 -1.33 -1.78 -0.02
C 1.4342 -0.3307 -0.2829 0.49 -0.10 -0.83
N 0.6984 -1.1807 -0.8987 0.54 0.11 0.22
C -0.3368 -0.8551 0.0540 0.41 0.58 1.11
H -2.2116 0.3499 -0.7526 0.12 -0.08 0.16
H -0.4895 2.1523 0.6377 0.15 0.19 -0.10
H 2.4915 -0.1637 -0.4307 0.14 0.24 -0.13
H -0.5622 -1.6173 0.7952 -0.14 -0.04 -0.15
```
Forces are in eV/Å.

Summary:
* HOMO energy: -9.61 eV
* energy: -264.1956 Eh

Density functional theory data (the ωB97M-V functional and the def2-TZVPD basis) for a molecular structure, C34H46ClF3O3P4V in a non-equilibrium geometry.

XYZ file:
```
92
Properties=species:S:1:pos:R:3:forces:R:3
P 2.0909 -2.7878 -5.3474 -0.62 -0.30 -0.18
C 1.5543 -4.3241 -4.6820 -0.32 -0.68 0.30
C 0.8605 -5.2418 -5.5225 0.52 0.54 0.26
H 0.3894 -4.8893 -6.4418 0.26 -0.16 0.15
C 0.8483 -6.5834 -5.1853 -0.06 -0.19 0.13
H 0.3811 -7.3018 -5.8581 0.09 0.17 0.22
C 1.4627 -7.0179 -4.0056 -0.01 0.30 0.12
H 1.5098 -8.0807 -3.7733 -0.09 0.25 -0.05
C 1.9989 -6.0938 -3.0991 -0.19 0.17 -0.09
H 2.3854 -6.4209 -2.1402 -0.03 -0.05 -0.12
C 2.0432 -4.7400 -3.4196 -0.02 -0.19 -0.71
H 2.4546 -3.9984 -2.7356 0.11 -0.30 -0.13
C 0.8812 -1.5410 -5.6469 -0.24 0.35 -0.25
C -0.4760 -1.7948 -5.3317 0.49 -0.04 -0.23
H -0.7203 -2.6586 -4.7148 -0.04 0.21 -0.10
C -1.4641 -0.9838 -5.8729 0.03 0.02 0.01
H -2.5088 -1.1978 -5.6500 0.23 0.09 -0.10
C -1.1210 0.0650 -6.7343 -0.10 -0.11 0.14
H -1.9104 0.6443 -7.2140 0.22 -0.10 0.15
C 0.2190 0.3504 -7.0082 0.05 0.18 -0.06
H 0.4809 1.1631 -7.6885 -0.11 -0.23 0.23
C 1.2245 -0.4318 -6.4650 -0.01 -0.48 0.24
H 2.2726 -0.2534 -6.7137 -0.30 0.00 0.02
C 3.7385 -2.2808 -5.0302 0.84 0.56 0.43
C 4.8173 -2.8423 -5.7625 -0.88 0.21 0.23
H 4.6559 -3.7095 -6.3989 -0.03 0.19 0.05
C 6.0616 -2.2520 -5.6949 0.39 0.43 0.28
H 6.8775 -2.6505 -6.3003 -0.21 0.15 0.27
C 6.2629 -1.1270 -4.8786 -0.30 -0.05 0.01
H 7.2344 -0.6389 -4.8638 -0.15 -0.14 0.02
C 5.2252 -0.6175 -4.0808 0.08 -0.28 -0.14
H 5.3878 0.2290 -3.4129 0.10 -0.24 -0.21
C 3.9631 -1.1971 -4.1430 0.15 -0.36 -0.54
H 3.1514 -0.8469 -3.5038 0.11 0.02 -0.18
V 0.0658 -0.1421 0.0161 -0.81 -0.08 -2.11
C -0.5993 1.7244 -0.7933 -0.16 0.05 -0.14
C -0.2193 2.0664 -2.0393 0.05 0.12 0.24
H -1.2339 2.4088 -0.2142 0.23 -0.25 -0.07
C 0.6292 1.0320 -2.7823 -0.07 1.08 -1.00
O 1.8610 1.7050 -3.2043 -0.20 -0.93 -0.41
H 2.3767 1.1242 -3.8067 -0.60 0.43 0.50
C 0.8443 -0.0331 -1.8221 -0.10 -0.23 3.12
H 0.0790 0.6377 -3.6566 0.22 0.22 -0.02
C 1.6841 -0.5392 -0.8969 -0.53 -1.03 -1.84
Cl 0.2445 -2.3391 0.8330 -0.22 0.61 -0.36
P 2.4269 0.4714 0.6740 0.32 0.32 1.25
P -2.1276 -0.9442 -0.7131 -0.89 0.12 1.06
C 2.5167 -0.3026 2.2924 0.29 -0.02 0.35
H 2.6534 -1.3849 2.1879 -0.04 0.22 0.01
H 1.6094 -0.1176 2.8921 0.14 -0.13 -0.36
H 3.3878 0.1410 2.7938 -0.11 -0.16 0.01
C 4.0801 0.4310 -0.0325 0.26 -0.03 -0.30
H 4.0994 1.0840 -0.9138 0.04 -0.16 0.15
H 4.3132 -0.5977 -0.3331 0.09 0.27 0.12
H 4.8100 0.7839 0.7036 -0.13 -0.06 -0.09
C 2.0487 2.2147 0.9266 0.18 0.59 0.08
H 1.0991 2.3575 1.4616 0.19 -0.20 -0.15
H 2.0144 2.7561 -0.0276 0.04 -0.21 0.21
H 2.8679 2.6150 1.5394 -0.14 0.06 -0.10
C -3.0293 -1.4703 0.7839 0.02 -0.08 0.13
H -3.5856 -0.6117 1.1784 0.11 -0.20 -0.04
H -2.3153 -1.8110 1.5451 -0.28 0.07 -0.20
H -3.7192 -2.2834 0.5290 0.03 0.20 0.16
C -3.3152 0.2096 -1.4728 0.05 0.15 -0.20
H -2.9365 0.5302 -2.4501 -0.12 -0.02 0.08
H -3.3922 1.0919 -0.8262 -0.05 -0.19 -0.11
H -4.3067 -0.2477 -1.5904 0.26 0.07 0.04
C -2.1560 -2.4014 -1.7982 0.24 -0.09 -0.12
H -1.2691 -3.0054 -1.5782 -0.21 0.01 -0.08
H -2.1344 -2.0816 -2.8469 -0.01 -0.09 0.18
H -3.0605 -2.9929 -1.6032 0.23 0.18 -0.14
P -0.6183 3.6617 -2.8008 0.35 -1.40 0.62
C -1.7491 4.5406 -1.7339 -0.20 0.31 -0.10
C -1.3853 3.3048 -4.3828 -0.10 0.37 -0.19
H -1.3390 4.6201 -0.7188 -0.07 0.02 -0.30
H -2.7210 4.0304 -1.6946 0.28 0.13 -0.02
H -1.8779 5.5455 -2.1615 -0.08 -0.19 0.23
H -0.7487 2.6237 -4.9655 -0.14 0.26 0.16
H -1.5057 4.2623 -4.9114 -0.09 -0.39 -0.07
H -2.3675 2.8392 -4.2160 0.29 0.16 -0.06
C 0.8823 4.6102 -3.0360 -0.05 0.26 -0.21
H 1.2326 4.9829 -2.0638 -0.11 -0.05 -0.28
H 0.6403 5.4490 -3.7048 0.27 -0.10 0.23
H 1.6485 3.9587 -3.4758 -0.28 0.26 0.09
H 2.2400 -1.4631 -1.0772 0.80 0.43 0.88
F -0.9498 1.6140 5.3383 -0.70 0.00 -1.16
C -1.7248 1.6093 4.2167 -0.40 0.15 0.52
F -2.9239 1.0309 4.5457 1.10 0.53 -0.34
F -1.9771 2.9060 3.8852 0.21 -0.98 0.28
C -1.0507 0.8067 3.0366 0.36 -0.89 0.61
O -0.5120 -0.2704 3.3543 -0.53 1.42 -0.58
O -1.1434 1.3410 1.8863 0.75 -0.90 -0.33
```
Forces are in eV/Å.

Summary:
* HOMO energy (spin up / spin down): -12.78 / -12.78 eV
* multiplicity: 2
* energy: -4617.4703 Eh
* net charge: +2

Density functional theory data (the ωB97M-V functional and the def2-TZVPD basis) for 8 unconnected molecules or ions with the total composition C31H63NO15 in a non-equilibrium geometry.

XYZ file:
```
110
Properties=species:S:1:pos:R:3:forces:R:3
C -0.4647 2.0839 -0.9163 -0.43 1.10 -1.31
O -1.1007 1.2735 -1.5276 -0.12 -0.60 -0.01
N 0.2558 1.7435 0.2025 1.35 -2.39 2.10
C 0.8711 2.6843 1.0774 0.38 0.78 0.09
C 0.4250 0.3176 0.6633 -0.31 0.17 -0.99
H -0.3975 3.1375 -1.2288 0.07 0.02 0.35
H 1.8492 2.3614 1.4340 0.08 -0.49 -0.23
H 0.2514 2.6795 1.9741 -0.18 0.17 0.34
H 0.9999 3.6916 0.6812 -0.51 -0.08 -0.26
H 0.0145 -0.3997 -0.0474 0.00 0.38 -0.14
H 1.4895 0.1293 0.8026 0.13 0.25 -0.20
H -0.0427 0.1111 1.6260 -0.29 0.60 0.19
O 5.5994 -2.1654 -2.2093 -3.77 -0.41 1.19
C 4.5809 -2.3970 -1.5193 3.56 2.47 -0.25
O 3.4514 -1.5959 -1.4512 1.10 -2.36 1.30
C 3.3089 -0.4721 -2.2764 1.43 0.05 1.24
C 2.8541 -0.9089 -3.5854 -0.79 0.91 -2.34
C 4.6733 -3.3599 -0.3590 -1.30 -0.45 -0.98
H 4.2507 0.0765 -2.2651 0.29 -0.14 -0.56
H 2.6729 0.1927 -1.6920 -0.70 -0.06 -0.35
H 2.7423 0.0223 -4.1408 -0.45 0.03 -0.47
H 1.9096 -1.4527 -3.6020 -0.07 0.13 0.30
H 3.5428 -1.4812 -4.2069 0.39 -0.11 0.61
H 5.3035 -4.1906 -0.6766 0.00 0.12 0.30
H 3.6512 -3.6975 -0.1870 0.05 -0.35 0.35
H 5.0382 -2.8852 0.5518 0.17 0.15 -0.28
O -2.1603 7.5996 -1.2888 1.65 -1.89 0.34
C -1.6402 6.5723 -0.8519 -3.15 2.43 0.69
O -0.5093 6.0296 -1.1795 2.27 -0.66 -0.08
C 0.4197 6.8555 -1.8979 0.64 0.58 -0.45
C 1.8657 6.3113 -1.7329 -1.79 -0.65 0.33
C -2.2507 5.8082 0.2774 -1.05 -1.17 -0.10
H 0.3546 7.8740 -1.5151 -0.18 -0.02 -0.03
H 0.0125 6.8388 -2.9089 0.72 0.27 -0.27
H 1.7849 5.2707 -2.0470 0.68 -0.02 -0.68
H 2.1277 6.2002 -0.6807 -0.06 0.56 0.19
H 2.6181 6.9193 -2.2352 -0.22 -0.31 -0.18
H -2.3677 6.4327 1.1631 0.28 -0.14 -0.02
H -1.7445 4.8566 0.4399 0.56 0.32 0.49
H -3.2430 5.4362 0.0223 -0.32 0.57 -0.21
O -2.7820 2.5598 5.2069 1.89 -0.86 -2.27
C -2.1872 2.4098 4.1443 -1.36 -0.60 1.84
O -1.2773 1.3570 3.8632 -0.75 2.15 -0.37
C -0.8499 0.4922 4.9123 -0.86 -1.02 1.06
C 0.4471 -0.1875 4.5315 0.02 0.62 -0.41
C -2.3981 3.3673 2.9769 1.40 -0.01 0.12
H -1.6636 -0.2000 5.1284 -0.03 -0.22 -0.20
H -0.7079 1.0068 5.8626 0.02 0.49 -0.20
H 0.4512 -0.7056 3.5725 -0.46 0.13 -0.12
H 0.7825 -0.9437 5.2413 -0.11 0.36 0.34
H 1.1416 0.6511 4.4816 0.66 -0.37 -0.02
H -2.3862 4.3822 3.3743 -0.33 -0.10 0.18
H -3.2775 3.2457 2.3445 -0.05 -0.40 0.39
H -1.4994 3.3242 2.3617 -0.23 -0.07 -0.32
O 0.4836 -2.6481 1.9244 -0.57 0.51 -0.05
C 0.4593 -3.4362 2.8351 -0.78 -1.50 0.27
O -0.6660 -4.0951 3.2916 1.21 0.76 0.24
C -1.9624 -3.8536 2.7083 0.03 1.63 0.37
C -2.7954 -2.7064 3.3712 1.19 -0.18 -0.54
C 1.7149 -3.9426 3.5325 -0.73 0.46 -0.75
H -2.5149 -4.7873 2.8134 0.26 0.04 -0.37
H -1.7534 -3.5205 1.6917 -0.41 -0.51 -0.27
H -3.6412 -2.5559 2.7003 -0.51 -0.29 0.54
H -2.2944 -1.7395 3.3245 0.51 -0.03 -0.15
H -3.0082 -2.8468 4.4309 -0.47 -0.38 -0.25
H 1.8462 -3.3652 4.4477 0.02 -0.44 0.24
H 2.5425 -3.7072 2.8633 0.01 -0.15 0.11
H 1.6082 -5.0201 3.6574 0.21 0.21 0.47
O -6.6738 -1.5786 -2.2464 0.38 1.06 0.53
C -5.6181 -1.8850 -2.7231 -0.76 -1.58 0.09
O -4.4092 -1.3288 -2.4916 -0.50 -0.89 -0.63
C -4.3060 -0.2231 -1.6661 1.47 1.75 1.20
C -3.4976 -0.5828 -0.3854 0.15 -0.45 -0.34
C -5.5198 -3.0670 -3.6375 -0.04 0.29 -1.28
H -5.2248 0.3507 -1.5455 -0.28 -0.64 0.38
H -3.6448 0.4586 -2.2011 0.00 0.19 -0.20
H -2.4736 -0.8210 -0.6733 0.06 -0.19 -0.42
H -3.8376 -1.4892 0.1156 -0.44 0.19 0.10
H -3.3267 0.2089 0.3440 -0.72 0.27 -0.02
H -4.6656 -2.9229 -4.2992 0.22 -0.60 0.23
H -6.3983 -3.0760 -4.2827 -0.13 0.30 0.07
H -5.5856 -4.0450 -3.1608 0.58 0.24 0.37
O 3.9677 1.0387 3.5428 -1.08 -0.80 -3.56
C 3.7234 0.4787 2.4662 3.42 2.34 0.41
O 4.0379 1.0076 1.1402 -1.72 -1.33 3.10
C 4.6764 2.2505 1.0308 0.56 1.12 -1.06
C 4.5404 2.6155 -0.4520 0.69 0.40 0.45
C 3.2917 -0.9057 2.3549 -1.11 -1.09 0.28
H 5.7167 2.1556 1.3422 0.09 -0.05 -0.12
H 4.2772 3.0815 1.6123 -0.50 -0.36 0.49
H 5.0598 1.8760 -1.0614 -0.29 0.04 -0.13
H 4.9927 3.5883 -0.6451 0.22 -0.01 0.06
H 3.4971 2.7456 -0.7394 -0.13 -0.39 -0.04
H 3.2720 -1.4279 1.3983 0.13 0.66 -0.22
H 2.2684 -0.8286 2.7223 -0.13 -0.72 0.14
H 3.8580 -1.5268 3.0490 -0.07 0.22 0.18
O -0.0390 -4.2540 -5.0794 -1.66 0.32 1.16
C -1.2310 -4.2903 -4.8204 -0.08 -0.12 -0.49
O -1.9284 -3.5602 -3.9303 -0.38 -0.20 -0.22
C -1.2746 -2.6273 -3.1410 1.88 0.65 1.45
C -0.7238 -3.2895 -1.8537 -0.73 0.47 0.16
C -2.2163 -5.0988 -5.6260 1.39 -0.11 -1.05
H -1.9432 -1.8211 -2.8391 -0.50 -0.38 -0.20
H -0.4964 -2.1238 -3.7147 0.29 -0.25 -0.09
H -0.2874 -2.5535 -1.1784 0.38 0.20 -0.20
H -0.0338 -4.1264 -1.9615 0.00 0.19 -0.41
H -1.5842 -3.6300 -1.2777 -0.15 -0.35 -0.08
H -1.8456 -6.1238 -5.6249 -0.35 -0.08 -0.08
H -1.9036 -4.6771 -6.5813 -0.44 -0.45 -0.65
H -3.3008 -5.0109 -5.5604 0.36 0.16 0.73
```
Forces are in eV/Å.

Summary:
* HOMO energy (spin up / spin down): -12.28 / -12.28 eV
* multiplicity: 2
* energy: -2401.9992 Eh
* net charge: +1

Density functional theory data (the ωB97M-V functional and the def2-TZVPD basis) for a molecular structure, C3H2CdO3 in a non-equilibrium geometry.

XYZ file:
```
9
Properties=species:S:1:pos:R:3:forces:R:3
C 0.3069 2.0598 -0.1924 0.09 0.71 0.01
C 0.7185 1.1176 0.6002 -1.52 -1.84 -2.37
O 0.8362 -0.0315 0.8906 1.19 1.50 0.70
C -0.7528 -2.2040 -0.8328 -0.79 2.81 -1.84
O -0.8302 -1.8943 -1.9494 0.43 -1.64 1.24
O -0.7674 -2.1532 0.3373 -0.33 -1.65 -0.66
H 0.5378 3.1022 0.0238 -0.29 -0.24 -0.44
Cd 0.2178 -1.6599 2.2260 0.30 -0.46 1.87
H -0.2668 1.6633 -1.1034 0.92 0.81 1.50
```
Forces are in eV/Å.

Summary:
* HOMO energy (spin up / spin down): -12.93 / -14.24 eV
* multiplicity: 2
* energy: -508.6303 Eh
* net charge: +1

Density functional theory data (the ωB97M-V functional and the def2-TZVPD basis) for a molecular structure, C3H8O2P in a non-equilibrium geometry.

XYZ file:
```
14
Properties=species:S:1:pos:R:3:forces:R:3
C 1.7485 0.8340 -1.3347 -1.17 1.08 1.59
C -1.6684 -1.1544 -0.3421 -3.59 2.16 -1.70
C 0.9409 -0.0360 1.4302 1.24 2.56 -1.48
O -1.4064 1.5346 0.7739 3.56 -1.61 -2.47
O -0.4767 -0.8206 -0.9036 4.42 1.67 0.33
P 0.3618 0.5585 -0.2575 -3.12 -0.24 1.43
H 2.1901 1.7961 -0.9475 0.02 -0.89 0.06
H 1.4910 1.0757 -2.3539 -0.44 -0.22 -0.51
H -1.8319 -2.0975 0.1280 0.98 -0.76 1.24
H -2.2616 -1.3250 -1.2747 -0.60 0.26 0.61
H -2.0376 -0.1896 0.1678 -0.04 -1.50 0.02
H 0.3456 0.6396 2.0546 0.08 -0.57 0.18
H 0.5296 -1.0261 1.3267 0.60 -0.69 0.82
H 2.0752 0.2108 1.5327 -1.95 -1.24 -0.11
```
Forces are in eV/Å.

Summary:
* HOMO energy (spin up / spin down): -3.39 / -3.36 eV
* energy: -610.7887 Eh
* net charge: -1

Density functional theory data (the ωB97M-V functional and the def2-TZVPD basis) for a molecular structure, C6H11AuClNO2S2.

XYZ file:
```
24
Properties=species:S:1:pos:R:3:forces:R:3
Au -0.0633 0.6201 -1.0277 -0.40 -0.14 0.41
N 3.9426 -0.0162 -0.7986 0.34 -0.10 -0.18
C 1.4323 1.1543 0.5249 -0.58 -0.22 -0.20
O 0.8162 -2.2707 0.6304 0.28 -0.18 0.20
C 2.2343 2.3912 0.7497 0.56 0.10 0.25
C 1.6300 2.3147 -0.5857 0.43 0.33 -0.35
H 2.9315 -0.5012 1.3581 -0.16 0.01 -0.01
H 4.4811 0.7709 -0.4307 -0.08 0.09 0.13
H 3.3125 2.2686 0.7941 0.01 0.08 -0.01
H 1.8680 3.1217 1.4587 -0.14 -0.14 0.09
H 2.2594 2.1105 -1.4433 0.12 0.16 0.08
H 0.7938 2.9820 -0.7520 -0.03 -0.10 -0.19
C -3.6368 -0.8317 0.9856 -0.02 -0.03 0.06
O -2.6464 -0.5092 0.0044 -0.41 0.38 -0.01
C -2.8331 -0.9434 -1.2504 0.03 -0.35 -0.17
S -4.0771 -1.9113 -1.7119 -0.02 0.14 0.00
S -1.5619 -0.4974 -2.3458 -0.13 0.19 -0.17
H -3.2764 -0.3834 1.9076 0.00 0.01 -0.01
H -3.7372 -1.9119 1.0894 0.02 0.02 -0.01
H -4.6025 -0.4180 0.7015 0.01 0.01 -0.01
Cl 2.6516 -0.2300 0.0845 0.03 0.18 -0.13
C -0.2903 -2.3972 0.1702 -0.21 0.12 -0.05
H -0.9775 -1.5399 0.0819 0.35 -0.49 0.29
H -0.6508 -3.3725 -0.1948 0.01 -0.08 -0.01
```
Forces are in eV/Å.

Summary:
* HOMO energy: -8.06 eV
* energy: -1832.3577 Eh

Density functional theory data (the ωB97M-V functional and the def2-TZVPD basis) for a molecular structure, C5H9N3 in a non-equilibrium geometry.

XYZ file:
```
17
Properties=species:S:1:pos:R:3:forces:R:3
C -1.4039 -0.6383 0.0369 -0.36 0.70 0.12
C 2.3693 -0.1489 -0.2951 0.06 0.32 0.61
C -1.4587 -0.5733 -1.4505 0.18 0.05 0.02
N 1.1042 -0.2709 0.4202 -0.31 0.07 -0.27
C -1.3342 0.4919 0.8339 -1.45 -0.75 -0.04
N -2.1251 1.2767 1.3902 0.31 0.26 0.18
C 0.5341 0.8382 1.0826 2.04 -0.83 -0.04
N 0.8994 1.8179 1.6471 -0.96 -0.15 -0.50
H 0.8963 -1.1579 0.8691 0.13 0.39 -0.15
H -1.4283 -1.6136 0.5071 0.13 0.04 0.15
H -1.6275 1.9907 1.9308 0.09 0.00 -0.08
H 2.6391 -1.1243 -0.7022 -0.06 0.10 0.05
H 2.2527 0.5642 -1.1134 -0.03 -0.09 0.00
H 3.1685 0.2182 0.3496 0.19 -0.10 -0.05
H -2.4980 -0.7098 -1.7731 0.04 -0.02 0.03
H -0.8602 -1.3582 -1.9146 0.01 0.04 -0.03
H -1.1278 0.3973 -1.8184 0.00 -0.04 0.00
```
Forces are in eV/Å.

Summary:
* HOMO energy (spin up / spin down): -8.42 / -8.28 eV
* energy: -360.0257 Eh

Density functional theory data (the ωB97M-V functional and the def2-TZVPD basis) for C3H8N2O2 in the gas phase in a non-equilibrium geometry.

XYZ file:
```
15
Properties=species:S:1:pos:R:3:forces:R:3
C 2.1500 -0.3145 0.3356 -0.09 -0.14 0.21
N 1.0955 -0.2582 -0.6724 -0.37 0.46 -0.59
C -0.2325 -0.6390 -0.2911 1.75 -1.12 -0.07
O -0.6691 -1.7157 -0.6680 -0.52 1.26 0.51
N -0.8254 0.3136 0.5292 -2.66 -1.26 -1.51
C -2.3228 0.3421 0.1476 0.94 0.52 1.31
O -0.2692 1.5855 0.3946 2.39 -0.36 -1.82
H 1.9397 0.4098 1.1238 0.09 -0.08 -0.02
H 3.0996 -0.0669 -0.1434 -0.10 -0.06 0.16
H 2.1839 -1.3189 0.7650 0.28 0.06 0.13
H 1.3388 -0.7916 -1.5004 -0.08 -0.04 0.23
H -2.7624 1.1074 0.7900 0.01 -0.08 -0.15
H -2.7709 -0.6210 0.3971 0.27 0.13 -0.18
H -2.4797 0.6099 -0.9014 0.24 -0.14 0.11
H 0.5244 1.3575 -0.3060 -2.15 0.85 1.68
```
Forces are in eV/Å.

Summary:
* HOMO energy: -9.34 eV
* energy: -379.0329 Eh

energy of number 8 (C3H8N2O2)?
-379.0329 Eh

energy of number 5 (C3H8O2P)?
-610.7887 Eh